1.
{"formula": "C36H81B2ClI2N26O20S", "method": "ωB97M-V with the def2-TZVPD basis set", "species": ["C", "C", "N", "C", "C", "O", "B", "O", "O", "C", "C", "C", "C", "Cl", "C", "I", "C", "C", "S", "C", "C", "C", "C", "O", "B", "O", "O", "C", "I", "C", "C", "C", "C", "C", "N", "O", "C", "C", "C", "O", "H", "H", "H", "H", "H", "H", "H", "H", "H", "H", "H", "H", "H", "H", "H", "H", "H", "H", "H", "H", "H", "H", "H", "H", "H", "H", "H", "H", "H", "H", "H", "H", "H", "C", "O", "N", "N", "H", "H", "H", "H", "C", "O", "N", "N", "H", "H", "H", "H", "C", "O", "N", "N", "H", "H", "H", "H", "C", "O", "N", "N", "H", "H", "H", "H", "C", "O", "N", "N", "H", "H", "H", "H", "C", "O", "N", "N", "H", "H", "H", "H", "C", "O", "N", "N", "H", "H", "H", "H", "C", "O", "N", "N", "H", "H", "H", "H", "C", "O", "N", "N", "H", "H", "H", "H", "C", "O", "N", "N", "H", "H", "H", "H", "C", "O", "N", "N", "H", "H", "H", "H", "C", "O", "N", "N", "H", "H", "H", "H"], "xyz": [[-0.701, 4.785, 1.807], [-0.549, 3.388, 2.612], [0.863, 2.898, 2.531], [0.980, 1.659, 1.750], [1.817, 1.758, 0.423], [2.436, 2.968, 0.003], [3.727, 3.094, 0.691], [4.763, 2.096, 0.577], [3.893, 4.318, 1.448], [1.935, 0.497, -0.469], [2.764, 0.661, -1.851], [1.676, 1.263, -2.907], [1.626, 0.437, -4.291], [1.876, 3.089, -3.159], [1.266, -0.842, -0.084], [1.467, -2.588, -1.394], [0.425, -0.947, 1.247], [0.292, 0.319, 2.158], [-0.709, 0.136, 3.693], [-0.470, -1.666, 4.132], [-0.230, -2.622, 2.937], [-0.017, -4.148, 3.249], [-0.043, -4.703, 4.686], [0.181, -6.098, 4.866], [-1.039, -6.859, 4.785], [-1.587, -7.519, 5.953], [-1.773, -6.970, 3.524], [-0.314, -3.698, 5.861], [-0.387, -4.618, 7.856], [-0.517, -2.156, 5.629], [-0.745, -1.159, 6.867], [0.606, -0.263, 7.054], [-2.083, -0.254, 6.721], [-1.798, 1.336, 6.761], [-0.212, -2.256, 1.504], [-1.468, -2.274, 0.934], [-1.598, -3.605, 0.316], [-2.367, -3.561, -1.089], [-2.843, -5.053, -1.427], [-3.450, -2.603, -0.958], [-0.580, 4.651, 0.667], [0.145, 5.502, 2.118], [-1.727, 5.257, 1.983], [-0.752, 3.647, 3.719], [-1.335, 2.623, 2.277], [1.317, 2.834, 3.451], [4.678, 1.410, 1.273], [3.167, 4.918, 1.137], [3.610, 1.436, -1.754], [3.170, -0.331, -2.237], [0.628, 1.143, -2.436], [2.659, 0.269, -4.765], [1.004, -0.531, -4.205], [1.033, 1.100, -5.032], [0.146, -4.861, 2.360], [-2.532, -7.238, 6.002], [-2.647, -6.557, 3.747], [-0.859, -1.716, 7.871], [1.479, -1.021, 7.088], [0.621, 0.249, 8.085], [0.789, 0.451, 6.187], [-2.626, -0.495, 5.740], [-2.845, -0.459, 7.567], [-1.019, 1.685, 6.004], [-1.446, 1.667, 7.807], [-2.756, 1.952, 6.557], [-0.593, -4.142, 0.198], [-2.199, -4.235, 1.081], [-1.638, -3.207, -1.898], [-2.424, -5.740, -0.602], [-2.371, -5.419, -2.404], [-3.980, -5.191, -1.409], [-3.189, -1.770, -1.402], [0.322, 7.301, -4.756], [-0.201, 8.407, -4.800], [0.114, 6.434, -3.735], [1.156, 6.845, -5.726], [0.533, 5.524, -3.681], [-0.499, 6.734, -2.994], [1.339, 7.465, -6.511], [1.592, 5.941, -5.706], [4.424, 9.046, -3.860], [5.213, 9.949, -3.617], [3.542, 9.101, -4.886], [4.363, 7.909, -3.122], [2.886, 8.369, -5.101], [3.554, 9.928, -5.458], [5.002, 7.829, -2.349], [3.722, 7.157, -3.304], [3.561, -2.329, -6.398], [3.234, -1.404, -5.669], [4.685, -2.301, -7.155], [2.827, -3.464, -6.513], [4.971, -3.050, -7.760], [5.257, -1.474, -7.097], [1.984, -3.522, -5.965], [3.078, -4.234, -7.105], [3.912, -7.147, 4.211], [3.541, -6.596, 3.186], [3.205, -7.096, 5.366], [5.066, -7.859, 4.282], [3.492, -7.541, 6.218], [2.340, -6.575, 5.353], [5.620, -7.920, 3.444], [5.388, -8.319, 5.114], [-6.331, -5.031, -4.219], [-5.383, -4.497, -4.772], [-7.166, -5.888, -4.861], [-6.633, -4.816, -2.914], [-7.950, -6.337, -4.424], [-6.974, -6.073, -5.832], [-6.036, -4.185, -2.402], [-7.407, -5.245, -2.441], [-3.116, 7.796, 2.764], [-3.330, 6.781, 3.409], [-2.258, 8.760, 3.180], [-3.719, 8.043, 1.579], [-2.069, 9.601, 2.665], [-1.791, 8.610, 4.059], [-4.364, 7.345, 1.238], [-3.559, 8.869, 1.031], [-5.674, 4.252, 2.744], [-5.606, 4.987, 1.767], [-6.559, 3.224, 2.824], [-4.877, 4.399, 3.829], [-6.632, 2.610, 3.614], [-7.170, 3.083, 2.036], [-4.204, 5.154, 3.807], [-4.919, 3.806, 4.637], [8.720, 1.469, -0.051], [8.618, 0.682, 0.877], [9.733, 1.409, -0.953], [7.831, 2.469, -0.262], [9.835, 2.046, -1.723], [10.415, 0.679, -0.830], [7.063, 2.546, 0.387], [7.897, 3.125, -1.019], [-2.422, 3.328, -1.799], [-1.760, 4.353, -1.743], [-2.133, 2.232, -1.054], [-3.501, 3.197, -2.609], [-2.663, 1.380, -1.084], [-1.336, 2.290, -0.438], [-3.747, 3.991, -3.178], [-4.057, 2.364, -2.669], [1.976, 9.622, -8.305], [1.875, 8.838, -7.372], [2.982, 9.555, -9.210], [1.091, 10.625, -8.511], [3.083, 10.188, -9.982], [3.661, 8.821, -9.088], [0.329, 10.706, -7.857], [1.155, 11.279, -9.269], [-1.623, -11.032, 3.491], [-2.465, -10.855, 4.357], [-1.078, -12.250, 3.239], [-1.159, -10.029, 2.705], [-0.385, -12.417, 2.533], [-1.397, -13.021, 3.803], [-1.540, -9.108, 2.861], [-0.468, -10.155, 1.988], [-2.727, -8.715, -1.688], [-1.907, -7.843, -1.448], [-3.619, -8.620, -2.705], [-2.817, -9.856, -0.959], [-4.301, -9.324, -2.919], [-3.584, -7.786, -3.270], [-2.172, -9.964, -0.194], [-3.484, -10.584, -1.140]], "e_tot_ev": -159257.204, "e_homo_ev": -7.94, "lumo_energy_ev": 0.018, "gap_ha": 0.2925}


2.
{"formula": "C36H82N8O7P2S", "method": "ωB97M-V with the def2-TZVPD basis set", "species": ["C", "C", "C", "C", "N", "N", "C", "O", "C", "O", "C", "C", "O", "C", "C", "C", "C", "C", "C", "C", "C", "C", "C", "C", "C", "C", "C", "C", "C", "S", "O", "O", "H", "H", "H", "H", "H", "H", "H", "H", "H", "H", "H", "H", "H", "H", "H", "H", "H", "H", "H", "H", "H", "H", "H", "H", "H", "H", "H", "H", "H", "H", "H", "H", "H", "H", "H", "H", "H", "H", "H", "H", "H", "H", "H", "H", "H", "H", "C", "N", "C", "P", "O", "N", "C", "C", "N", "C", "C", "H", "H", "H", "H", "H", "H", "H", "H", "H", "H", "H", "H", "H", "H", "H", "H", "H", "H", "C", "N", "C", "P", "O", "N", "C", "C", "N", "C", "C", "H", "H", "H", "H", "H", "H", "H", "H", "H", "H", "H", "H", "H", "H", "H", "H", "H", "H"], "xyz": [[-2.067, -2.396, 4.299], [-2.567, -1.372, 5.130], [-3.022, 0.087, 4.598], [-4.573, 0.309, 5.004], [-4.477, 0.751, 6.430], [-5.057, -1.121, 5.178], [-6.004, -1.348, 4.033], [-6.148, -2.345, 3.318], [-6.763, 0.058, 3.988], [-7.846, 0.272, 3.082], [-8.908, -0.656, 3.410], [-10.366, 0.030, 3.484], [-10.963, -0.344, 4.762], [-11.685, -1.588, 4.662], [-10.805, -2.891, 5.011], [-5.546, 1.113, 4.018], [-5.060, 1.147, 2.469], [-3.988, 2.293, 2.150], [-2.841, 1.878, 1.115], [-3.288, 0.846, -0.024], [-2.432, -0.491, 0.166], [-2.436, -1.473, -1.107], [-1.069, -1.489, -1.933], [-0.469, -0.046, -2.275], [-0.392, 0.277, -3.861], [-1.082, 1.685, -4.228], [-2.671, 1.682, -3.990], [-3.225, 3.052, -3.330], [-5.920, 2.642, 4.312], [-7.232, 2.910, 5.585], [-8.571, 2.317, 5.200], [-6.846, 2.510, 6.976], [-2.333, -3.476, 4.573], [-1.383, -2.167, 3.426], [-2.664, -1.570, 6.241], [-2.317, 0.838, 5.078], [-2.810, 0.072, 3.481], [-4.013, 0.053, 7.016], [-4.060, 1.683, 6.516], [-5.739, -1.227, 5.958], [-7.150, 0.138, 5.075], [-8.923, -1.489, 2.631], [-8.736, -1.161, 4.423], [-10.951, -0.366, 2.588], [-10.309, 1.171, 3.483], [-12.505, -1.544, 5.470], [-12.233, -1.701, 3.669], [-9.882, -2.625, 5.642], [-10.457, -3.433, 4.058], [-11.385, -3.660, 5.614], [-4.544, 0.132, 2.287], [-5.922, 1.209, 1.734], [-4.552, 3.240, 1.825], [-3.450, 2.584, 3.128], [-2.512, 2.847, 0.587], [-1.940, 1.542, 1.731], [-4.408, 0.688, -0.121], [-2.947, 1.302, -1.025], [-2.681, -1.030, 1.154], [-1.337, -0.151, 0.295], [-3.313, -1.154, -1.772], [-2.603, -2.533, -0.692], [-1.304, -2.011, -2.932], [-0.247, -2.078, -1.387], [0.615, 0.046, -1.900], [-1.029, 0.828, -1.802], [-0.973, -0.511, -4.466], [0.705, 0.316, -4.193], [-0.929, 1.822, -5.362], [-0.565, 2.567, -3.711], [-3.267, 1.507, -4.951], [-2.925, 0.792, -3.305], [-4.026, 2.859, -2.532], [-3.687, 3.725, -4.128], [-2.317, 3.581, -2.865], [-4.959, 3.198, 4.567], [-6.341, 3.066, 3.328], [-7.446, 4.304, 5.620], [5.713, -1.624, -0.961], [5.087, -0.709, -0.027], [5.048, 0.628, -0.619], [3.703, -1.074, 0.926], [2.698, -0.832, -0.215], [3.341, -2.743, 1.084], [4.066, -3.827, 0.460], [1.914, -3.064, 1.122], [4.798, -1.302, 2.299], [5.990, -0.484, 2.516], [4.222, -1.747, 3.570], [6.557, -1.150, -1.475], [5.009, -1.962, -1.723], [6.158, -2.472, -0.443], [4.647, 1.353, 0.096], [4.429, 0.657, -1.522], [6.058, 0.971, -0.876], [3.992, -3.797, -0.631], [3.682, -4.800, 0.785], [5.112, -3.825, 0.771], [1.483, -3.123, 0.115], [1.364, -2.304, 1.684], [1.739, -4.015, 1.634], [6.803, -0.810, 1.863], [6.377, -0.576, 3.534], [5.788, 0.575, 2.339], [4.688, -2.689, 3.875], [3.147, -1.909, 3.501], [4.366, -1.016, 4.372], [6.645, 1.403, -4.376], [8.083, 1.543, -4.488], [8.640, 1.833, -3.166], [9.094, 0.539, -5.450], [9.135, -0.613, -4.428], [8.293, -0.373, -6.661], [6.867, -0.392, -6.900], [8.849, -1.706, -6.900], [9.145, 1.851, -6.638], [9.178, 3.264, -6.266], [9.866, 1.616, -7.891], [6.225, 2.135, -3.677], [6.368, 0.409, -4.021], [6.153, 1.628, -5.322], [9.716, 2.016, -3.235], [8.476, 1.009, -2.463], [8.195, 2.744, -2.747], [6.314, -0.814, -6.054], [6.620, -0.993, -7.782], [6.498, 0.608, -7.133], [8.471, -2.439, -6.177], [9.939, -1.686, -6.827], [8.611, -2.055, -7.910], [8.181, 3.610, -5.985], [9.486, 3.905, -7.098], [9.870, 3.447, -5.441], [9.184, 1.748, -8.737], [10.280, 0.610, -7.945], [10.712, 2.297, -8.020]], "e_tot_ev": -94314.027, "e_homo_ev": -7.99, "lumo_energy_ev": -0.589, "gap_ha": 0.2721}